(1)
Formula: C21H39ClF3O5
Source: OMol25
Level of theory: ωB97M-V with the def2-TZVPD basis set

Geometry as XYZ:
```
69
Properties=species:S:1:pos:R:3:forces:R:3:mulliken_charge:R:1
C 1.2527 -2.7619 3.4446 0.1509 0.0108 -0.0814 -1.52
C 0.4033 -2.2321 2.2949 -0.1471 -0.4749 0.0444 0.27
C 0.8481 -2.7611 0.9267 -0.8100 0.0111 0.1491 -0.66
C -0.3327 -2.8104 -0.0644 0.6143 0.6135 0.0684 -0.25
C 0.1099 -2.7391 -1.5415 -0.5402 -0.5111 0.1560 -0.83
C -0.4730 -1.5832 -2.3523 0.7012 0.2534 -0.4427 -1.26
C 0.3143 -0.2716 -2.2057 -0.5882 -0.1319 0.7093 -0.20
C 0.0964 0.3580 -0.8251 0.1776 0.0837 -0.2251 0.26
C 0.3042 1.8714 -0.7350 -0.0643 0.0058 0.2846 -0.85
C 0.5070 2.2879 0.7368 -0.5350 -0.2030 -0.4210 0.01
C -0.2535 3.5568 1.1668 0.6351 -0.0988 0.7487 -1.06
C -1.1778 3.2689 2.3551 -0.0193 -0.1990 -0.4454 -0.89
C -2.3981 2.4497 1.9441 0.0390 0.0414 0.7661 -0.23
O -2.4012 1.2149 2.7326 -0.3636 -0.3036 -0.7058 -0.32
C -3.3035 0.3024 2.3224 0.4824 -0.8922 -0.1172 0.57
O -3.0318 -0.8483 2.0560 -0.3023 1.1251 0.4940 -0.54
O -4.5615 0.8004 2.2864 0.4857 0.0139 0.4051 -0.33
C -5.5765 -0.1986 2.2678 -0.6821 0.0441 -0.3879 -0.65
C -5.9401 -0.6595 0.8525 -0.0163 -0.5524 0.1518 -0.47
C -7.3933 -0.3383 0.5456 0.4065 0.2829 0.4302 -0.60
Cl -7.8200 -0.7598 -1.1234 -0.1429 -0.0231 -0.0708 -0.21
H 2.3185 -2.7209 3.2150 0.0608 0.1442 -0.0223 0.34
H 1.0874 -2.2123 4.3704 -0.0451 0.0073 0.0671 0.41
H 1.0204 -3.8125 3.6243 -0.0232 -0.0625 0.0547 0.36
H -0.6263 -2.5608 2.4566 -0.0924 0.1066 0.0660 0.23
H 0.3685 -1.1430 2.2911 0.0652 0.0934 -0.0621 -0.21
H 1.2221 -3.7794 1.0471 0.3969 0.0300 -0.0445 0.41
H 1.6209 -2.1068 0.5291 0.2763 -0.1714 -0.0685 0.37
H -0.9248 -3.7052 0.1223 -0.0697 -0.0817 0.0485 0.57
H -0.9696 -1.9607 0.1802 -0.1793 0.0140 -0.1304 -0.12
H 1.1983 -2.7178 -1.6043 0.0992 0.1289 -0.0177 0.34
H -0.1854 -3.6761 -2.0213 0.0151 -0.0314 -0.0796 0.42
H -0.4172 -1.8613 -3.4081 -0.1498 -0.0526 -0.0595 0.44
H -1.5242 -1.4118 -2.1113 -0.1255 -0.1093 0.0583 0.39
H 1.3689 -0.4836 -2.3564 0.1242 0.2890 -0.1869 -0.23
H -0.0332 0.4454 -2.9499 0.1514 -0.0060 -0.2279 0.55
H 0.7402 -0.1129 -0.0806 0.0778 -0.1402 -0.0292 -0.08
H -0.9344 0.1404 -0.5249 -0.0634 0.0247 0.2092 0.04
H -0.6056 2.3619 -1.0951 -0.0119 0.0485 -0.2107 0.42
H 1.1382 2.2044 -1.3522 0.1498 -0.1310 -0.0498 0.34
H 1.5709 2.3538 0.9524 0.0854 0.1171 0.0093 0.57
H 0.1278 1.4617 1.3450 0.0191 -0.0516 0.1179 -0.30
H 0.4615 4.3018 1.5197 -0.0011 0.2056 -0.2520 0.43
H -0.8140 3.9869 0.3392 -0.0409 0.0936 -0.0963 0.37
H -1.4767 4.1967 2.8401 -0.1347 0.0196 0.0757 0.41
H -0.6338 2.6646 3.0794 0.0943 0.1150 0.1469 0.37
H -3.3107 2.9896 2.1835 -0.1879 -0.0225 -0.2799 0.41
H -2.3600 2.1589 0.8963 -0.0420 0.0844 -0.1293 0.27
H -5.3191 -1.0396 2.9038 0.3227 -0.0076 -0.0064 0.34
H -6.4470 0.2806 2.7187 0.0532 0.1637 0.0576 0.49
H -5.2731 -0.2268 0.1115 0.0239 0.2113 0.0233 0.36
H -5.7982 -1.7378 0.7884 0.0449 -0.0473 -0.1145 0.29
H -8.0449 -0.8746 1.2307 -0.1448 -0.1619 -0.1387 0.35
H -7.5714 0.7230 0.7078 -0.0941 0.0858 -0.2774 0.37
C 6.7834 -0.1523 -1.9037 -0.1155 -0.0976 0.0770 -0.96
C 6.2965 1.2820 -1.7161 0.2030 0.2840 0.2357 -0.20
O 5.6642 1.8567 -2.8296 0.1768 -0.4636 -0.5252 -0.41
C 4.2281 1.5821 -3.0181 -0.3606 0.5310 0.5600 -0.01
O 3.5006 1.7317 -1.9549 -0.1515 -0.2402 -0.0671 -0.69
C 4.0131 0.1961 -3.6909 0.4472 -0.0102 -0.1727 0.80
F 4.9587 -0.1044 -4.6266 -0.0458 -0.0675 0.0331 -0.34
F 2.8386 0.1901 -4.3598 -0.1898 0.0411 -0.0827 -0.30
F 3.9623 -0.8598 -2.8564 -0.0351 -0.0540 0.0977 -0.26
H 7.2211 -0.2826 -2.8942 0.0501 0.0349 -0.0079 0.22
H 7.5396 -0.3904 -1.1488 0.0219 0.0492 -0.0185 0.41
H 5.9775 -0.8736 -1.7917 -0.0232 -0.0074 -0.0505 0.15
H 7.1785 1.9100 -1.5432 -0.0248 0.0350 0.0110 0.31
H 5.6675 1.3712 -0.8239 -0.1395 -0.0905 -0.0801 0.21
H 4.0236 2.2712 -3.8752 0.0503 0.0546 0.0292 0.11
```
Forces are in eV/Å.

- Kohn-Sham gap (eV) = 6.1
- HOMO energy (eV) = -3.96
- charge = -1
- E_LUMO (eV) = 2.2

---

(2)
Formula: C21H39F2NO9S
Source: OMol25
Level of theory: ωB97M-V with the def2-TZVPD basis set

Geometry as XYZ:
```
73
Properties=species:S:1:pos:R:3:forces:R:3:mulliken_charge:R:1
O 0.2605 1.9875 -0.5224 1.0477 -1.8340 -1.1163 -0.49
S 1.3226 1.1248 -0.0515 -0.0023 3.4340 3.0565 1.10
O 1.9727 1.7413 1.0939 0.1116 -1.7094 -1.4639 -0.62
F 2.4794 0.8853 -1.1608 -1.9500 -0.4591 1.0957 -0.25
N 0.8234 -0.4127 0.4403 -0.3813 -0.0480 -1.6002 0.21
C -0.1820 -0.3571 1.5294 -0.8526 0.3591 1.5558 -0.39
C 0.0225 -1.5806 2.5321 0.4643 1.4459 -1.6225 -0.21
F -1.1752 -1.7162 3.2476 1.1769 -0.1024 -0.3755 -0.31
C 0.4267 -1.2897 -0.6873 1.6840 -0.9384 -0.6941 -0.78
O -0.3326 -0.6498 -1.7096 -0.8692 -1.1006 1.0271 -0.32
C -1.7138 -0.7207 -1.4899 -3.3041 1.2054 0.3064 0.35
C -2.4762 -1.9280 -1.2415 -0.3022 0.4796 0.1107 -0.16
C -3.9138 -1.9052 -0.9900 0.9892 2.5455 -0.3314 -0.69
C -4.5893 -0.6174 -1.0021 1.1249 0.4684 -0.3273 -0.34
C -3.8810 0.6397 -1.2917 1.4658 -2.6871 0.1641 -0.70
C -2.4467 0.5541 -1.5268 -0.7247 -0.8730 0.0995 0.13
H -1.2487 -0.4118 1.1916 0.9632 0.0684 -0.2041 0.10
H -0.0859 0.6183 2.0828 0.0528 -1.0471 -0.5082 0.53
H 0.2284 -2.4685 1.8754 -0.3180 0.4311 1.1052 0.19
H 0.9051 -1.3169 3.1686 -0.9829 -0.6917 -0.1129 0.27
H -0.0429 -2.2235 -0.2810 0.1317 1.1090 -0.2169 0.32
H 1.3846 -1.6285 -1.1772 -1.0085 0.4823 0.3427 0.30
H -1.9675 -2.9247 -1.2101 -0.4206 1.0490 -0.1065 0.36
H -4.4909 -2.8331 -0.7689 0.7343 0.8924 -0.2768 0.37
H -5.6818 -0.5362 -0.7914 1.0456 -0.3109 -0.2020 0.33
H -4.4025 1.6280 -1.3015 0.5545 -1.1175 -0.0418 0.41
H -1.8837 1.4914 -1.7492 -0.4157 -1.0337 0.3356 0.28
C -0.2494 3.8419 -4.9795 -0.1084 0.0294 -0.2272 -0.77
O -1.4133 3.3584 -5.6208 -0.0265 0.1860 0.3995 -0.32
C -2.0699 2.3323 -4.8874 -0.1558 0.1189 -0.4654 0.05
C -3.5809 2.5083 -4.9228 -0.0160 -0.1640 0.1046 -0.52
O -4.0739 3.6051 -4.1568 0.1026 0.0174 -0.1072 -0.44
C -3.7901 4.9181 -4.6308 -0.1174 0.1133 0.0150 -0.30
C -4.5040 5.2988 -5.9211 0.4291 -0.0312 -0.0311 -0.57
O -3.9445 4.6156 -7.0345 -0.3191 -0.2909 0.0985 -0.28
C -4.9109 4.2159 -7.9854 0.2764 0.1357 -0.0053 -0.81
H 0.5687 3.1233 -5.0792 0.1100 0.0134 0.1592 0.31
H 0.0376 4.7764 -5.4651 -0.0179 -0.1103 -0.0679 0.24
H -0.4373 4.0565 -3.9215 0.0619 -0.0893 0.0129 0.34
H -1.7333 2.3075 -3.8474 0.0380 0.0787 0.0034 -0.15
H -1.8102 1.3784 -5.3609 -0.1131 -0.1791 0.1848 0.41
H -4.0234 1.6169 -4.4677 0.0545 0.0705 0.1252 0.55
H -3.9576 2.5451 -5.9444 0.2070 0.1217 -0.0997 0.10
H -2.7167 5.0882 -4.7101 0.0230 -0.0816 -0.2206 0.09
H -4.1496 5.5906 -3.8475 -0.1084 -0.0786 0.0011 0.42
H -4.3761 6.3737 -6.0990 -0.1429 0.0810 0.2096 0.39
H -5.5736 5.0834 -5.8189 0.0246 -0.0508 -0.0262 0.35
H -5.7624 3.7249 -7.5033 -0.0712 0.0586 -0.0145 0.37
H -4.4425 3.4969 -8.6582 0.0565 0.0952 0.0094 0.23
H -5.2526 5.0786 -8.5679 -0.1676 -0.0824 -0.0238 0.32
C 5.6510 -2.0775 3.2415 -0.2628 -0.0443 0.0447 -0.84
O 4.9317 -3.0486 3.9762 0.3374 0.1975 0.1711 -0.23
C 5.7466 -4.1197 4.4376 -0.4868 -0.0259 0.0633 -0.57
C 5.3792 -4.5217 5.8592 0.1368 -0.0959 0.0126 -0.27
O 5.7531 -3.5824 6.8630 -0.1197 0.0337 -0.1426 -0.47
C 5.0461 -2.3467 6.9018 -0.0363 0.0667 0.1559 -0.26
C 3.5890 -2.4580 7.3300 0.0807 0.1467 -0.4032 -0.59
O 2.8012 -3.0485 6.3048 0.0728 -0.3922 0.2070 -0.21
C 1.8031 -3.9173 6.8049 0.0046 0.2468 -0.2067 -0.86
H 5.8832 -2.4502 2.2400 0.1661 0.0779 -0.0562 0.32
H 5.0222 -1.1896 3.1530 -0.0341 -0.1123 -0.0396 0.23
H 6.5714 -1.7871 3.7600 0.0362 -0.0512 -0.0729 0.38
H 6.8083 -3.8589 4.3974 0.0036 0.0821 0.0183 0.36
H 5.5710 -4.9718 3.7707 0.1795 -0.1666 0.0865 0.37
H 5.9376 -5.4324 6.0952 0.0991 0.1030 0.0088 0.41
H 4.3248 -4.7832 5.9429 -0.0826 0.1653 -0.1837 0.09
H 5.1388 -1.8067 5.9599 -0.1865 -0.0913 -0.1024 0.07
H 5.5626 -1.7433 7.6527 0.0001 -0.1144 0.0720 0.42
H 3.1899 -1.4527 7.5119 0.1490 0.0505 0.2093 0.37
H 3.5284 -3.0344 8.2599 -0.0071 -0.0418 -0.0498 0.36
H 2.2135 -4.6062 7.5501 -0.0394 0.0294 0.0771 0.39
H 1.4221 -4.5090 5.9719 -0.0019 0.1135 -0.0232 0.23
H 0.9798 -3.3383 7.2372 -0.0424 -0.1561 0.1202 0.32
```
Forces are in eV/Å.

- Kohn-Sham gap (eV) = 9.5
- HOMO energy (eV) = -9.02
- charge = 0
- E_LUMO (eV) = 0.5

---

(3)
Formula: C21H39N2O2P3RuS
Source: OMol25
Level of theory: ωB97M-V with the def2-TZVPD basis set

Geometry as XYZ:
```
69
Properties=species:S:1:pos:R:3:forces:R:3:mulliken_charge:R:1
P -0.4464 4.0230 -0.6573 -1.5555 3.2516 -3.8988 0.81
C -2.1724 3.8468 -1.2545 -0.6122 -1.3458 0.9445 -0.89
H -2.6073 4.8203 -1.4982 0.2967 -0.0033 0.2376 0.36
H -2.7879 3.3733 -0.4844 -0.2884 0.1479 -0.1481 0.21
H -2.2036 3.2052 -2.1382 0.1509 -0.0154 0.1499 0.38
C -0.4379 5.8842 -0.5468 0.9548 0.0972 1.9184 -1.22
H 0.5854 6.2688 -0.4678 -0.1328 -0.1371 -0.0391 0.40
H -0.9505 6.1890 0.3756 0.0444 0.0103 -0.2111 0.40
H -0.9361 6.3801 -1.3912 0.0087 -0.7497 -0.1288 0.43
C 0.3594 3.7960 -2.2947 1.3547 -1.2945 0.8612 -1.05
H -0.0160 4.4982 -3.0518 -0.2449 0.1091 0.5451 0.45
H 0.1901 2.7657 -2.6297 0.0888 0.2056 -0.0523 0.28
H 1.4320 3.9477 -2.1416 -0.0462 0.0519 -0.4035 0.37
P 2.2074 -3.6002 -3.2502 0.0057 -2.9295 -1.9944 0.78
C 0.6876 -4.3243 -3.9084 -0.8914 1.1397 0.8283 -1.20
H 0.9542 -5.0445 -4.6869 0.1521 0.0724 0.0645 0.42
H 0.0821 -3.5134 -4.3254 -0.1507 -0.3557 -0.1479 0.39
H 0.1443 -4.8076 -3.0893 -0.0164 0.0037 -0.2989 0.40
C 3.1308 -3.2570 -4.7741 0.3007 1.4935 0.6100 -1.16
H 4.0655 -2.7611 -4.4841 -0.0215 -0.1337 -0.4478 0.37
H 2.5284 -2.5731 -5.3872 0.2711 -0.1852 0.0339 0.40
H 3.3428 -4.1805 -5.3214 -0.1287 -0.0858 0.2651 0.44
C 2.9459 -5.0831 -2.5034 0.2985 0.9359 1.3219 -1.12
H 3.0721 -5.8735 -3.2523 -0.0214 0.3224 -0.1324 0.43
H 2.2685 -5.4320 -1.7115 0.2786 0.0199 -0.1522 0.38
H 3.9029 -4.7859 -2.0587 -0.0463 -0.5075 -0.0597 0.38
P -1.2305 -0.2567 3.8119 -0.1921 1.3139 0.3281 0.76
C -2.6532 -1.3063 4.0309 -0.2488 -0.6179 -0.0372 -1.16
H -2.3717 -2.0930 4.7390 0.0272 0.0267 0.0910 0.49
H -2.9768 -1.8131 3.1159 0.2069 0.0637 0.1214 0.44
H -3.5112 -0.7680 4.4587 0.3908 0.0804 -0.0902 0.41
C 0.3373 -0.9759 3.4199 0.1276 -0.7671 0.5367 -0.83
H 0.6782 -1.5728 4.2706 0.1762 -0.0934 -0.1281 0.54
H 1.0538 -0.1751 3.2099 -0.2220 -0.0705 0.0781 0.19
H 0.2207 -1.6001 2.5269 0.0977 0.0029 0.1825 0.09
C -1.1760 0.9790 5.1053 0.3812 -0.3638 0.4246 -1.16
H -1.1920 0.4541 6.0657 0.0607 0.2516 0.1059 0.45
H -2.0187 1.6779 5.0384 0.1211 -0.3330 -0.0174 0.41
H -0.2355 1.5323 5.0067 -0.1202 -0.0243 0.1457 0.41
Ru 1.9921 -0.3215 -0.1683 -5.2733 0.3678 -2.1942 0.61
C 0.7105 -0.1136 -1.5752 -2.1869 -0.4101 -1.1787 0.25
O -0.0480 0.0028 -2.4550 1.4293 0.1190 1.3415 -0.41
C 1.1222 -2.0689 0.0672 0.7879 -1.6059 0.5111 0.09
O 0.5273 -3.0655 0.1971 -1.3293 -0.0862 -0.2106 -0.44
C 3.7794 -1.0668 0.6712 2.0828 -1.0485 0.8745 -0.77
C 3.3507 0.0641 1.3718 0.6641 0.2313 1.4236 -0.60
C 3.0557 1.2532 0.6741 0.5747 1.3781 0.8390 -0.55
C 3.1959 1.2964 -0.7241 0.4939 1.4723 -0.2832 -0.37
C 3.5936 0.1435 -1.4237 1.4070 -0.0129 -1.1814 -0.84
C 3.8985 -1.0370 -0.7238 1.5404 -0.6738 -0.5153 -0.18
H 4.0211 -1.9889 1.2041 -0.2503 0.2808 -0.1120 0.57
H 3.1812 -0.0180 2.4447 0.2379 0.1656 -0.2358 0.75
H 2.6297 2.0986 1.2104 0.3028 -0.0445 -0.1357 0.54
H 2.9314 2.1879 -1.2990 0.1108 -0.2929 0.3708 0.46
H 3.6668 0.1593 -2.5148 -0.1506 0.0314 0.4084 0.53
H 4.2504 -1.9208 -1.2676 -0.2596 0.3178 0.2671 0.70
C -4.3304 1.8578 2.4498 -0.2997 0.6869 0.2262 -0.87
N -4.0610 0.7436 1.5370 0.2018 -0.5195 -0.3951 0.18
C -4.8721 0.1698 0.5645 0.3449 0.3447 0.5900 -0.22
C -4.1374 -0.7616 -0.0918 0.6123 -0.3324 0.4785 -0.50
N -2.8849 -0.7783 0.5084 -0.1112 0.6718 0.2520 0.09
C -2.8499 0.1613 1.4912 -0.3985 0.4704 -1.4692 -0.01
S -1.4590 0.9969 2.1602 -0.3974 -0.8410 -0.7074 -0.12
H -4.4971 1.5139 3.4797 -0.0481 -0.0631 -0.3932 0.26
H -3.4555 2.5200 2.4415 -0.4167 -0.1585 0.0385 0.42
H -5.1936 2.4436 2.1262 0.0249 -0.3547 -0.0610 0.37
H -5.8920 0.4614 0.4297 -0.3103 0.1010 -0.0175 0.56
H -4.4099 -1.4230 -0.9011 0.0389 -0.0021 0.1358 0.49
H -2.0815 -1.3545 0.2495 -0.2783 0.2199 -0.0734 0.13
```
Forces are in eV/Å.

- Kohn-Sham gap (spin up / spin down) (eV) = 3.1 / 5.0
- HOMO energy (spin up / spin down) (eV) = -14.08 / -19.43
- charge = +4
- 2S+1 = 5
- expectation value of S² = 6.015
- E_LUMO (spin up / spin down) (eV) = -11.0 / -14.4

---

Number 1: molar mass 464.0 u. Number 2: molar mass 519.6 u. Number 3: molar mass 577.6 u.